A molecular structure, C79H165F3N8O11Y at a distorted geometry, computed with ωB97M-V with the def2-TZVPD basis set.

Structure (XYZ):
```
267
Properties=species:S:1:pos:R:3:forces:R:3
C 8.2279 2.2648 5.0535 -0.317 0.708 0.663
O 2.3271 4.8733 -1.9953 -0.009 0.516 -2.135
H -5.9359 0.1214 0.6395 0.241 -0.419 0.406
H -7.0897 2.0181 -3.9423 0.393 0.114 0.487
H 3.1853 3.5025 2.0802 0.207 0.769 0.459
O -5.1605 2.2482 3.7356 -0.264 1.364 -0.534
H 9.5273 -0.1804 3.0796 -0.156 -0.719 0.505
C 0.1506 -1.7983 0.7359 -2.238 -1.837 -0.451
H 5.1361 -3.8488 4.0772 -0.074 0.245 -0.260
H -5.3254 6.6552 2.1131 -0.945 -0.523 1.054
N -5.2204 3.3449 2.8957 0.304 -0.166 0.419
H -6.5195 5.4818 -5.6593 0.213 -0.222 -0.326
H -3.8990 4.5297 0.6098 0.290 -0.242 0.004
H 6.9712 -3.4347 1.8639 -0.196 0.276 0.374
C -2.4330 -5.0481 3.3291 -1.383 -0.009 -0.695
H -5.3829 6.5535 0.5448 0.189 -0.739 -0.848
C 4.9226 -5.8243 4.8083 1.699 1.833 -1.043
H 4.9896 -5.3753 5.7993 -0.570 -0.179 0.205
C 5.0375 -0.1637 2.4203 0.478 1.766 0.387
C -1.4051 -3.1787 -5.2107 -0.451 -0.275 0.796
C 1.3807 7.2388 -0.0892 -1.034 0.416 -1.342
H -0.5905 -3.6768 5.9882 -0.008 -0.049 -0.127
H 7.7897 -5.5184 2.4791 0.069 0.105 -0.351
C -1.2198 -4.8431 4.2230 0.302 1.576 0.460
H -1.5176 0.5710 0.7405 0.304 -0.043 0.714
C 1.8301 1.3897 -6.6972 1.474 0.410 0.796
H -0.4283 -2.7790 -2.9480 0.939 1.401 0.194
H -0.8416 2.0417 -1.2070 0.209 -0.010 -0.684
H -0.8103 0.5730 -4.8113 -0.304 -0.432 0.027
H -0.2970 4.5489 1.0460 -0.159 -0.144 0.083
H -2.5405 6.9317 -4.2796 0.567 -0.341 0.202
C 9.4875 0.6808 3.7466 1.113 -0.286 -1.682
H 7.2759 2.6038 5.4621 -0.247 0.119 -0.398
H -1.9368 -2.9819 -6.1416 -0.266 -0.486 0.011
N -4.9530 4.6371 -4.9100 0.232 -1.688 -0.959
N -2.9516 -3.6581 2.8078 2.736 -0.321 2.224
H 0.7651 -5.4289 -4.5624 -0.151 -0.025 0.264
H 0.4241 -6.3718 -1.0841 -0.409 -0.653 -0.802
H 5.5278 -6.7284 4.8741 -0.462 -0.391 -0.219
C 4.0452 5.3714 0.3781 -0.068 0.634 -0.541
H 6.1844 -4.0224 0.4791 -0.228 -0.399 -0.139
H 3.3181 0.7649 -2.4832 0.255 -0.652 0.425
H -1.8476 -1.5707 5.3702 -0.440 -0.130 0.059
C -1.7898 -2.3874 4.6507 0.574 -1.479 -0.772
H -7.3149 5.5289 1.5025 -0.634 -0.329 0.094
H -4.8126 -3.7940 2.4354 -0.728 -0.173 -0.124
H -0.5050 -7.4328 -3.5270 0.912 0.692 0.233
H 3.9908 -0.3549 2.6567 -0.025 -0.312 -0.415
H 4.1533 -0.3907 -6.5702 -0.802 -0.290 -0.270
C -4.0277 5.1149 1.5204 -0.478 -0.700 0.041
H 9.8260 1.4258 3.0265 -0.183 0.725 0.380
N 7.0840 0.7832 3.3308 -0.506 -1.686 0.848
H -0.9606 -5.5842 1.7148 -0.064 0.514 0.134
F 2.2948 -3.0206 0.7390 -0.292 0.499 -0.230
N 1.8483 4.6942 -0.7485 -0.966 -0.078 2.837
H -0.8011 4.6502 -1.1893 0.354 -0.343 0.409
C 1.6141 -2.0028 0.1862 -1.864 -0.953 -0.404
H 3.5022 2.4968 -5.8851 -0.296 0.142 0.203
C -1.9562 -5.8329 2.0824 0.091 -0.447 0.411
C -3.2611 5.7932 -6.2844 -1.912 0.646 -0.406
H 4.1778 6.0285 -0.4814 0.199 -0.278 -0.441
H -2.2308 3.6537 -5.7648 -0.361 -0.497 -0.034
N 4.3305 -5.6717 1.8648 1.722 2.266 2.825
H -0.9992 -2.0991 3.9579 0.404 -0.156 0.056
H -2.7578 2.8085 1.6139 0.268 -0.038 -0.260
H -3.3965 -4.9326 -5.6066 0.158 -0.264 -0.093
H 2.9674 -6.5417 4.9358 -0.459 -0.418 -0.579
C -6.4822 4.8426 1.3487 -1.510 1.228 1.381
O -0.7460 -2.8702 0.8353 0.122 -0.583 -0.627
H 1.5357 -6.8494 1.5831 0.708 -0.284 -0.399
H -2.6247 -7.2290 -5.0639 0.006 -0.539 0.785
H -2.8689 5.7167 -2.9717 0.167 0.221 0.108
H 3.9535 3.0584 -1.3406 0.226 0.091 0.008
H -4.2732 -1.5904 5.4062 0.137 0.159 -0.270
C -0.3120 5.6226 -1.2474 -0.254 0.259 -0.453
H -8.0459 5.0977 3.4099 -0.697 -0.931 0.438
H 6.8444 -6.8763 2.9143 -0.143 -0.270 -0.084
H 1.9449 7.6386 -0.9318 0.522 -0.200 0.104
H 5.0259 2.6683 3.4151 -0.453 0.102 0.273
C 5.5364 -0.5142 4.8189 0.856 -0.187 -0.461
H -1.8065 -7.1580 -2.5442 -0.815 0.410 -0.151
H -0.6903 1.3173 -6.3725 0.349 0.334 0.035
H -8.5117 2.9643 1.9527 0.195 0.327 -0.162
H 3.0066 -5.0076 4.0986 0.401 0.526 0.670
H -6.8036 4.3594 0.4260 1.104 -0.148 -0.268
H -4.0774 6.8265 -3.6306 -0.419 -0.279 0.016
C 7.9663 -0.1607 5.4301 -1.490 0.077 1.504
Y -2.7534 -3.2356 -0.3874 1.342 3.198 1.082
H 4.7975 -8.2241 2.9369 -0.041 -0.227 0.399
H 4.2832 -5.3234 0.0063 -0.197 0.276 0.114
H 5.1421 2.0230 5.1390 -0.063 0.727 -0.109
C -5.0104 -0.5235 -1.1492 -0.033 -0.998 -3.142
C 5.6970 -5.1407 2.3593 -0.164 0.537 0.023
H -4.4270 -3.3125 5.2715 -0.434 -0.039 -0.140
H -4.1696 2.0187 -5.1231 -0.310 0.058 -0.093
H -6.8685 -0.2562 -2.3027 0.188 0.219 -0.223
C -3.5104 -5.9323 4.0386 -0.206 0.178 -0.463
H 0.7431 -3.9520 -3.5412 0.678 0.218 -0.731
C 3.4847 2.9548 -0.3620 0.505 -0.575 -1.455
H 3.8056 6.1135 1.1397 -0.466 -0.319 0.278
F 1.5787 -2.1882 -1.1618 0.425 -0.130 0.627
H 0.4699 7.8313 -0.1759 -0.340 0.013 -0.100
H 2.6854 5.7622 -2.0505 0.444 0.491 -0.148
H 8.3623 0.2099 6.3756 1.157 0.057 -0.418
O 1.3729 -0.6249 -3.5603 -0.587 -0.247 -0.210
H 6.9666 -6.4766 1.1949 0.093 0.084 -0.012
H 5.6059 -1.0201 2.0574 -0.123 -0.324 0.833
C 0.6777 -5.0400 -3.5479 -0.843 1.694 1.263
C -1.9785 -6.4342 -4.6912 -1.637 1.315 0.114
H -7.6133 1.9114 2.9759 0.105 0.209 0.307
F 2.2298 -0.8619 0.4394 0.871 0.506 -0.078
H -2.3221 -4.0269 5.9041 0.101 -0.289 0.307
H -2.0856 0.8194 -1.5322 -0.307 0.120 0.152
C -6.5871 3.8518 2.5721 0.162 -0.280 -1.887
H -4.2978 -0.1979 -1.9070 -0.426 1.401 -0.499
C -2.9497 -5.1714 -4.6415 1.175 -1.128 0.631
C 6.8846 -6.0563 2.1973 0.089 -0.968 0.093
H -0.8471 -5.7255 4.7431 -0.425 -0.435 -0.464
H 1.7943 -5.1795 2.0220 0.469 0.160 0.053
C -1.4423 -3.7698 5.3143 -0.750 1.048 -1.027
H -2.1479 -1.0594 2.3339 0.100 -0.026 0.042
H -4.9956 1.5182 3.1343 0.146 -0.860 -0.237
C 2.3758 3.9450 1.4996 -0.914 -0.695 0.799
H -4.4659 1.0313 0.1786 -0.109 0.368 0.049
H 5.0176 0.5656 -3.0742 -0.218 -0.254 0.052
H -2.6570 -5.8495 1.2477 -0.382 0.222 -0.071
C -3.2321 6.1871 -3.8853 -0.385 1.121 0.847
H -6.7149 4.1973 -2.5159 -0.090 -0.079 0.071
C -5.3821 3.4958 -4.0281 0.797 -0.393 -1.245
H 2.1252 5.9070 2.3304 -0.064 0.183 0.051
H 8.8262 2.1966 5.9621 0.351 -0.330 -0.113
C 1.5215 5.0227 2.1266 0.118 1.002 -0.262
H 5.1827 -3.1506 1.6406 0.184 0.194 0.102
H 4.9983 -1.6352 -3.9857 0.087 0.519 -0.251
N 1.9915 -0.1355 -4.7153 -0.245 -0.791 -1.180
H 3.0591 -8.5698 3.2905 0.154 0.016 0.184
H 1.7489 7.6153 0.8651 0.635 -0.826 -0.027
C 2.9441 4.2908 0.1278 0.239 -0.453 1.863
H -3.8734 -0.9155 2.1926 -0.423 -1.046 -0.269
O 7.2461 1.6251 2.2341 -0.199 1.099 0.004
C 5.6524 0.5658 3.6840 -0.060 -0.793 -0.566
C -4.3515 -2.3998 4.6804 1.237 -0.859 -0.864
C 2.0100 -6.2047 2.3230 -0.164 -0.477 0.834
C 8.1342 0.9127 4.3286 0.004 0.480 1.430
H 2.7072 2.2105 -0.5341 -0.624 0.327 0.045
C 1.1518 2.1837 -4.3146 0.494 -0.884 -0.609
H 0.1171 -4.7851 -0.8632 -0.211 0.459 0.379
H 5.1512 0.5077 1.5693 -0.630 0.352 -0.036
C 3.5195 -6.4740 2.7857 -2.268 -1.487 -2.257
H 0.2824 0.7860 0.2979 -0.172 0.208 0.893
H -6.0304 -1.7349 -2.7590 0.510 0.194 0.017
H -2.2320 6.0352 -6.5498 -0.062 0.148 0.579
H -1.5700 4.2914 -4.3189 0.286 1.548 -0.672
H 3.7972 1.4622 4.1928 -0.303 0.685 -0.391
C 3.9849 0.7852 -3.3452 -1.184 0.170 -0.744
H -2.7945 3.4052 -2.7865 -0.236 0.049 0.299
O -0.5281 -0.9865 -0.1980 0.271 -0.589 -0.148
H -3.6763 4.1950 4.9270 -0.375 0.091 0.117
H 5.7884 -1.4678 4.3551 -0.110 -0.166 -0.181
H 7.6992 1.1144 1.5592 0.021 -0.278 -0.015
H 10.2484 0.6042 4.5233 -0.075 -0.094 -0.036
H -6.3187 2.2175 -5.4860 0.130 -0.143 -0.035
H -3.9218 6.6506 -6.1556 0.521 0.844 -0.882
C -2.5197 4.0185 -4.7791 1.386 -0.358 0.116
C -2.7058 3.2622 2.6036 -1.056 -1.845 -0.595
C 4.0280 0.4204 -5.8529 0.522 0.010 -1.356
H -5.1310 4.8710 -2.3968 0.193 -0.004 0.003
C 3.7620 -8.0197 2.6649 0.510 0.779 0.116
C 4.8087 1.8605 4.1141 1.584 -2.466 -0.156
H 3.6761 -8.4200 1.6548 -0.237 0.441 -0.150
C -4.2492 2.4401 -4.1211 0.978 0.081 1.095
C 3.5440 -5.9472 4.2272 0.252 -0.388 -0.093
C -5.6603 3.9480 -2.6336 -0.173 0.828 1.254
C -5.3658 0.5391 -0.1902 -0.758 0.254 0.863
H -0.5244 0.3805 -2.0415 0.538 0.698 -0.178
H 5.0375 5.0241 0.6662 -0.144 -0.546 -0.218
C -6.2356 -1.0605 -1.9277 -0.666 0.217 0.442
H 1.4534 2.3474 -7.0566 -0.719 -0.139 0.196
H 4.1733 2.3910 0.2673 0.280 0.732 0.441
H -5.3820 3.2168 -1.8747 -0.065 -0.245 0.004
C -1.0357 0.9718 -1.2819 -0.787 -0.221 0.313
H -1.8901 -6.8830 2.3670 0.007 -0.135 0.029
H 0.3859 2.9026 -4.6057 0.256 0.170 -0.079
H 4.5049 -0.5990 5.1608 -0.136 0.211 -0.046
C 5.6741 -4.7819 3.9097 -1.168 -0.483 -0.412
H 1.6617 0.6403 -7.4705 -0.138 -0.183 0.167
H -4.2530 -6.3411 3.3533 0.058 0.104 -0.425
C -3.0509 -2.4814 3.7603 -1.439 1.717 -0.129
C -6.6192 2.7588 -4.5889 -0.092 0.124 -1.335
C -0.6910 0.3548 0.0637 0.399 1.377 -1.466
H 2.1483 2.6081 -4.1918 -0.305 0.502 -0.252
H -2.9245 5.5843 4.2100 0.392 -0.397 -0.976
N -1.6601 -4.1234 -2.8407 -1.358 -2.542 1.011
H 1.5193 -5.2894 -2.9016 -0.072 -0.570 -0.244
C 0.8908 5.7606 -0.2588 -0.070 -0.327 -0.289
H -3.7063 5.2634 -7.1265 0.120 -0.492 0.156
C -0.3651 -5.6546 -1.3097 0.699 2.480 0.148
C 6.0152 -3.8472 1.5415 -0.400 -0.635 0.333
H 3.8365 1.8769 -7.4278 -0.144 -0.218 -0.240
O -4.2787 -1.5601 -0.6627 2.800 -4.251 2.289
H -0.1509 6.2651 1.5187 -0.265 -0.080 0.040
H -2.1613 2.1131 -3.7436 0.283 0.165 -0.341
H -6.1211 1.1954 -0.6225 0.536 0.536 -0.306
H -3.1370 -1.9870 -3.6885 -0.502 0.460 -0.313
O -4.0044 -3.7800 1.9175 -0.291 0.140 -0.710
H 3.4132 -2.0864 -3.5105 -0.228 0.574 0.496
H -5.2072 -2.2172 4.0305 -0.329 -0.212 0.275
H -3.0135 -6.8141 4.4431 0.064 0.129 0.181
H -0.0776 5.7012 -2.3089 0.618 0.154 0.051
H 1.5502 0.0220 -2.8735 0.049 0.219 0.536
C 3.3076 1.6244 -6.5088 1.156 -0.604 0.455
H -0.5016 -3.7476 -5.4298 -0.187 0.023 -0.034
O 4.3449 -6.1132 0.5485 0.267 -1.085 -0.159
C -2.8399 2.9652 -3.7827 -2.141 -0.746 -0.083
H 0.9054 1.8331 -3.3124 -0.326 -0.131 -0.006
H -4.1240 -5.4782 4.8166 0.467 0.301 0.203
H -4.6335 5.5611 4.1924 0.006 -0.212 0.556
H -3.2135 5.8380 1.5681 0.272 -0.377 0.361
C -3.5388 -2.9703 -3.9331 0.646 0.867 1.195
C 3.9545 -1.5445 -4.2861 -0.466 -1.395 0.126
H -6.9116 -1.6237 -1.2842 0.114 -0.121 0.437
H -2.7507 2.4136 3.2862 0.462 0.134 0.312
H 5.0813 0.6993 -5.8238 0.141 0.168 1.036
C -3.9765 4.0910 2.7729 1.900 2.994 -0.823
H -1.1429 6.3202 -1.1419 0.227 0.473 0.591
H -4.2069 -2.9799 -4.7942 0.137 0.198 0.153
O -1.0830 -2.9835 -2.2763 -0.444 -0.024 -0.213
H 6.2050 0.5098 6.5592 0.270 0.534 -0.086
H -6.6025 5.5206 4.0052 0.645 -0.338 0.071
C -7.1418 4.6040 3.7664 0.287 0.684 0.219
H 3.9283 1.8525 -3.5588 0.273 0.025 -0.595
H -7.1666 3.9524 4.6399 -0.626 0.278 0.026
C -1.2307 -6.6473 -3.3161 -1.608 0.587 -2.204
C -0.6785 -5.2733 -2.7943 1.427 -3.535 0.345
C -5.3427 5.8512 1.3774 1.070 -0.157 -0.044
H -4.0632 -3.2904 -3.0327 -0.563 -0.159 -0.006
C -2.3541 -3.8682 -4.1186 1.149 0.180 -2.334
C -7.4956 2.6345 2.1688 0.339 0.007 0.765
C 3.4404 -0.1382 -4.5527 1.427 1.783 0.812
C 1.2360 0.9774 -5.3310 -1.176 0.979 -0.222
H 8.7055 3.0633 4.4858 -0.361 -0.046 -0.359
H -1.7521 3.7850 2.6765 -0.468 0.344 0.243
H -7.4430 3.3664 -4.9633 0.062 0.571 0.406
H 1.0908 4.7473 3.0893 0.045 -0.284 0.030
H 8.4578 -1.1095 5.2148 -0.218 -0.016 -0.347
O -5.9150 5.6671 -4.9369 0.350 0.443 0.934
H 0.2931 -1.3248 1.7072 -0.079 0.335 0.219
H 6.6749 -4.6175 4.3090 0.209 -0.092 -0.448
C -3.7689 4.9032 4.1036 -1.210 0.133 0.289
H -0.4410 -4.5237 3.5305 0.360 0.219 0.273
C -3.5362 5.1619 -4.9340 0.397 -1.339 0.004
H 1.3955 -6.3975 3.2024 -0.176 0.042 0.245
C 0.3848 5.3939 1.1418 0.740 -0.575 0.278
C 6.5186 -0.3483 5.9647 -0.337 0.606 -0.663
C -0.2166 0.5791 -5.7254 0.003 -0.127 1.056
H -4.4046 1.6220 -3.4177 -0.758 -0.153 -0.028
H -3.7785 -5.3564 -3.9581 -0.169 -0.520 0.022
H -1.1305 -2.1641 -4.9220 0.287 0.013 0.428
H 1.6833 3.1034 1.5169 -0.122 -0.501 -0.986
H 6.4569 -1.1288 6.7231 0.122 -0.495 -0.377
H -7.1205 2.0444 1.3326 0.163 0.455 -0.218
H -0.3099 -0.3615 -6.2683 0.319 -0.180 0.236
H -1.3629 -6.3279 -5.5844 0.839 0.326 0.440
C -3.0753 -1.1369 2.9013 0.322 -0.346 0.072
H 3.7876 -2.2435 -5.1056 0.152 0.385 -0.613
H -1.2462 -5.8670 -0.7042 -0.266 -0.290 -0.155
H -3.1647 -0.2478 3.5255 0.476 -0.136 0.707
```
Forces are in eV/Å.

Output
HOMO (spin up / spin down) in eV: -10.59 / -10.59
Lowest unoccupied orbital energy (spin up / spin down) in eV: -4.836 / -7.759
Net charge: +2
2S+1: 2
<S²>: 0.75

A molecular structure, C6H4ClF3N4 at a distorted geometry, computed with ωB97M-V with the def2-TZVPD basis set.

Structure (XYZ):
```
18
Properties=species:S:1:pos:R:3:forces:R:3
C 0.7042 -0.6842 -1.8036 -3.433 -0.370 3.802
H 2.6862 -0.5509 0.7912 1.993 0.220 0.585
F -1.8324 2.6611 1.7270 -0.553 0.506 -0.674
H 1.5464 -2.4377 -1.1880 0.294 -1.700 0.337
C -1.0388 1.6167 1.5404 0.745 0.919 -0.332
N -1.5464 0.4018 -1.4378 1.103 -0.652 -0.515
C 1.8421 -1.4310 -1.1545 -2.249 2.220 0.048
H 2.6184 -1.1750 -1.7939 2.197 -0.236 -0.564
C -1.7617 0.4827 0.8069 2.557 -3.202 -0.475
C 1.8610 -0.8106 0.2240 -1.807 -0.961 -0.804
Cl -2.9445 -0.4182 1.7810 0.793 0.931 -0.709
N -2.2088 0.8416 -0.4985 -0.481 0.170 0.421
F 0.0448 2.0433 0.7812 -1.490 -0.593 1.000
N 0.7913 -0.5486 0.8537 -0.282 0.535 1.651
H 0.7623 -0.1237 -2.6420 0.397 1.198 -2.940
F -0.6570 1.2871 2.7522 0.765 -0.769 0.098
N -0.4332 -0.7048 0.2999 -1.869 1.233 0.776
C -0.4338 -0.4496 -1.0391 1.320 0.551 -1.704
```
Forces are in eV/Å.

Output
HOMO (spin up / spin down) in eV: -9.03 / -9.03
Lowest unoccupied orbital energy (spin up / spin down) in eV: -0.708 / -0.708
ΔE to the lowest compared entry with this formula, charge and spin in kcal per mole: 61.56

A single C7H7Cl3F2N2 molecule at a distorted geometry, computed with ωB97M-V with the def2-TZVPD basis set.

Structure (XYZ):
```
21
Properties=species:S:1:pos:R:3:forces:R:3
F 1.8939 -1.7053 0.8670 0.937 -1.003 0.165
Cl 4.1879 0.4820 1.4206 0.650 -0.766 0.432
C -1.8236 -0.2731 -0.1026 0.864 4.562 -0.903
H -0.0027 -2.7838 1.0411 -1.305 -0.378 -0.375
H -1.7518 -2.8903 0.4145 -2.240 -0.954 0.745
H -2.8768 -0.4481 -0.2413 0.051 -0.378 0.345
C -1.9376 2.2451 -0.7834 -0.969 1.779 3.579
H -2.2467 1.9806 -1.7181 -1.253 -0.098 -2.917
C 2.5846 0.8420 0.8986 -0.281 -1.768 -2.864
C 1.8099 -0.6764 0.0654 -1.403 4.638 0.078
Cl 2.7334 2.2267 -0.2084 -0.192 -0.197 0.129
H -1.4059 3.2092 -0.7995 0.261 -0.650 -0.063
C -0.7570 -1.1075 0.0027 -1.972 -2.614 0.752
C -0.7916 -2.5742 0.2661 4.318 1.805 -0.906
H -2.8810 2.4733 -0.1150 1.638 -0.722 -1.325
N 0.4212 -0.3326 -0.0855 1.815 1.912 0.362
Cl 2.5507 -0.8277 -1.5585 0.401 -0.539 0.514
C -1.2117 1.0636 -0.3137 -9.385 -3.433 0.974
F 1.8220 1.1160 1.9131 -0.941 0.235 1.072
N 0.0722 0.9708 -0.2961 9.065 -0.774 0.068
H -0.3892 -2.9903 -0.6670 -0.058 -0.656 0.137
```
Forces are in eV/Å.

Output
HOMO (spin up / spin down) in eV: -4.74 / -9.27
Lowest unoccupied orbital energy (spin up / spin down) in eV: 0.729 / -2.675
2S+1: 3
<S²>: 2.03